# 1
{"formula": "C18H32F2N2O20S3", "method": "ωB97M-V with the def2-TZVPD basis set", "elements": ["O", "C", "O", "C", "C", "F", "O", "H", "H", "H", "O", "C", "O", "C", "C", "F", "O", "H", "H", "H", "O", "S", "O", "O", "C", "C", "O", "H", "H", "H", "H", "O", "S", "O", "O", "C", "C", "O", "H", "H", "H", "H", "O", "S", "O", "O", "C", "C", "O", "H", "H", "H", "H", "C", "N", "C", "C", "O", "H", "H", "H", "H", "H", "H", "H", "C", "N", "C", "C", "O", "H", "H", "H", "H", "H", "H", "H"], "coordinates": [[-1.206, 1.045, 2.321], [-0.714, 1.027, 3.408], [-1.036, 0.117, 4.389], [-0.539, 0.502, 5.649], [0.461, 1.635, 5.257], [1.732, 1.335, 5.506], [0.153, 1.853, 3.870], [-1.450, 0.795, 6.171], [-0.149, -0.370, 6.174], [0.261, 2.620, 5.680], [-3.122, -4.045, -7.280], [-2.677, -3.241, -6.431], [-2.283, -3.587, -5.180], [-2.351, -2.452, -4.328], [-2.158, -1.339, -5.400], [-0.891, -1.073, -5.773], [-2.677, -1.919, -6.591], [-3.331, -2.306, -3.874], [-1.644, -2.433, -3.498], [-2.628, -0.393, -5.132], [-7.434, 0.479, 0.108], [-6.517, -0.257, 1.008], [-7.002, -1.367, 1.787], [-5.056, -0.656, 0.360], [-3.989, -0.448, 1.225], [-4.396, 0.678, 2.167], [-5.790, 0.838, 2.039], [-3.798, -1.403, 1.715], [-3.163, -0.279, 0.534], [-3.921, 1.655, 2.068], [-4.240, 0.439, 3.218], [-1.152, -1.046, -1.005], [0.175, -1.631, -1.011], [0.403, -2.858, -1.780], [1.207, -0.483, -1.358], [1.451, 0.403, -0.356], [1.503, -0.451, 0.871], [0.826, -1.676, 0.512], [2.388, 0.901, -0.607], [0.610, 1.096, -0.318], [1.040, -0.088, 1.789], [2.525, -0.705, 1.152], [0.619, 2.827, -6.165], [-0.412, 3.395, -5.321], [-1.352, 4.343, -5.834], [-1.121, 2.152, -4.524], [-0.329, 1.591, -3.531], [0.620, 2.785, -3.078], [0.293, 3.901, -3.880], [-0.918, 1.174, -2.714], [0.291, 0.797, -3.949], [1.661, 2.548, -3.302], [0.356, 3.037, -2.051], [1.634, -6.000, 1.078], [2.392, -4.683, 1.211], [3.488, -4.368, 0.539], [4.201, -3.029, 0.785], [3.941, -5.158, -0.319], [2.265, -6.880, 0.955], [0.956, -5.960, 0.225], [0.969, -6.045, 1.940], [2.137, -3.984, 1.893], [3.897, -2.294, 0.039], [5.269, -3.247, 0.752], [3.996, -2.611, 1.770], [4.114, 2.288, 2.759], [3.131, 3.396, 2.628], [2.770, 3.992, 1.465], [1.728, 5.183, 1.412], [3.343, 3.615, 0.425], [4.875, 2.352, 1.982], [3.573, 1.351, 2.622], [4.578, 2.193, 3.741], [2.910, 3.881, 3.486], [1.471, 5.756, 2.302], [0.892, 4.911, 0.767], [2.341, 5.879, 0.840]], "mulliken_charge": [-0.448, 0.620, -0.351, -0.408, 0.321, -0.286, -0.225, 0.252, 0.253, 0.295, -0.576, 0.574, -0.324, -0.047, 0.340, -0.321, -0.339, 0.262, 0.085, 0.332, -0.518, 1.004, -0.517, -0.303, 0.194, -0.001, -0.449, 0.209, -0.085, 0.259, 0.205, -0.453, 1.166, -0.587, -0.372, -0.206, 0.964, -0.379, 0.367, 0.216, -0.791, 0.008, -0.535, 1.007, -0.508, -0.345, 0.020, -0.056, -0.416, 0.193, 0.175, 0.257, 0.200, -0.881, -0.156, 0.793, -0.944, -0.685, 0.292, 0.270, 0.355, 0.199, 0.103, 0.364, 0.322, -0.783, -0.118, 0.673, -1.073, -0.657, 0.327, 0.096, 0.358, 0.251, 0.365, 0.219, 0.376], "homo_ha": -0.3535, "multiplicity": 1, "smiles": "O=C1OC[C@@H](F)O1.O=C1OC[C@@H](F)O1.O=S1(=O)OCCO1.O=S1(=O)OCCO1.O=S1(=O)OCCO1.CNC(C)=O.CNC(C)=O", "energy_ev": -101051.3372, "homo_lumo_gap_ev": 9.1}


# 2
{"formula": "C18H32N2O5P2Pd", "method": "ωB97M-V with the def2-TZVPD basis set", "elements": ["Pd", "O", "C", "O", "C", "O", "C", "C", "O", "O", "H", "H", "H", "H", "H", "C", "P", "C", "C", "C", "C", "C", "C", "C", "P", "C", "C", "H", "H", "H", "H", "H", "H", "H", "H", "H", "H", "H", "H", "H", "H", "H", "H", "N", "C", "C", "N", "C", "C", "H", "H", "H", "H", "H", "H", "H", "H", "H", "H", "H"], "coordinates": [[-0.277, -0.198, -0.573], [2.146, 2.137, -4.947], [2.741, 1.033, -4.537], [2.389, 0.296, -3.655], [4.014, 0.874, -5.370], [4.565, -0.470, -5.141], [5.205, -1.062, -6.025], [-0.609, -3.044, -2.382], [-0.544, -4.096, -2.814], [-0.680, -1.956, -1.934], [1.320, 2.291, -4.463], [4.772, 1.575, -5.018], [3.831, 1.022, -6.433], [5.604, -2.038, -5.757], [5.356, -0.621, -7.014], [-0.040, 2.011, 2.086], [0.104, 1.843, 0.297], [1.830, 2.195, -0.098], [-0.978, 3.026, -0.511], [-0.760, 4.398, -0.551], [-1.694, 5.208, -1.186], [-2.829, 4.659, -1.770], [-3.059, 3.288, -1.721], [-2.124, 2.476, -1.090], [-2.331, 0.721, -0.804], [-3.208, -0.060, -2.164], [-3.360, 0.492, 0.657], [0.145, 3.052, 2.360], [0.709, 1.382, 2.568], [-1.034, 1.738, 2.432], [2.117, 3.147, 0.354], [1.974, 2.245, -1.176], [2.471, 1.414, 0.316], [0.119, 4.844, -0.101], [-1.534, 6.277, -1.229], [-3.544, 5.303, -2.265], [-3.955, 2.879, -2.172], [-2.737, 0.166, -3.120], [-4.230, 0.328, -2.166], [-3.260, -1.136, -2.011], [-4.255, 1.108, 0.536], [-2.846, 0.797, 1.565], [-3.663, -0.553, 0.739], [0.249, -4.406, 5.398], [-1.102, -4.013, 4.859], [-0.949, -3.476, 3.439], [-0.002, -2.364, 3.315], [1.296, -2.762, 3.868], [1.235, -3.270, 5.306], [0.606, -5.215, 4.883], [0.160, -4.711, 6.371], [-1.494, -3.257, 5.539], [-1.747, -4.889, 4.898], [-1.934, -3.174, 3.086], [-0.611, -4.283, 2.781], [-0.356, -1.568, 3.837], [1.993, -1.925, 3.836], [1.713, -3.542, 3.225], [0.883, -2.502, 5.995], [2.201, -3.634, 5.651]], "nbo_charge": [0.396, -0.632, 0.775, -0.578, -0.199, -0.301, 0.431, 1.078, -0.369, -0.663, 0.515, 0.276, 0.257, 0.240, 0.218, -0.966, 1.207, -0.970, -0.431, -0.162, -0.139, -0.139, -0.186, -0.317, 1.263, -0.978, -0.973, 0.289, 0.268, 0.262, 0.288, 0.268, 0.272, 0.243, 0.266, 0.267, 0.245, 0.280, 0.291, 0.277, 0.291, 0.259, 0.276, -0.494, -0.246, -0.256, -0.615, -0.257, -0.246, 0.438, 0.457, 0.230, 0.257, 0.235, 0.208, 0.358, 0.238, 0.210, 0.230, 0.257], "charge": 4, "homo_ha": -0.7083, "multiplicity": 1, "energy_ev": -54423.2132, "homo_lumo_gap_ev": 7.5}


# 3
{"formula": "C18H32N2O6", "method": "ωB97M-V with the def2-TZVPD basis set", "elements": ["C", "C", "O", "C", "O", "C", "N", "C", "O", "C", "C", "C", "C", "N", "C", "O", "C", "O", "C", "O", "C", "C", "C", "C", "C", "C", "H", "H", "H", "H", "H", "H", "H", "H", "H", "H", "H", "H", "H", "H", "H", "H", "H", "H", "H", "H", "H", "H", "H", "H", "H", "H", "H", "H", "H", "H", "H", "H"], "coordinates": [[1.201, -4.304, 6.458], [-0.293, -4.112, 6.400], [-0.553, -3.020, 5.491], [-1.846, -2.717, 5.308], [-2.753, -3.282, 5.854], [-2.046, -1.550, 4.366], [-0.852, -1.141, 3.670], [-0.862, -0.850, 2.343], [-1.894, -0.855, 1.689], [0.490, -0.508, 1.743], [0.606, 0.991, 1.400], [-0.545, 1.664, 0.649], [-0.991, 0.967, -0.647], [0.012, 0.073, -1.219], [1.094, 0.497, -1.903], [2.061, -0.226, -2.126], [1.110, 1.924, -2.457], [2.433, 2.254, -2.787], [0.159, 2.021, -3.669], [-0.108, 3.373, -4.000], [-1.081, 3.979, -3.186], [0.671, 1.298, -4.920], [1.620, 2.150, -5.763], [-0.515, 0.845, -5.769], [0.023, -1.293, -0.700], [0.850, -1.438, 0.573], [1.439, -5.124, 7.136], [1.601, -4.546, 5.474], [1.696, -3.404, 6.825], [-0.809, -4.997, 6.030], [-0.716, -3.859, 7.372], [-2.798, -1.826, 3.629], [-2.471, -0.737, 4.962], [0.026, -1.196, 4.155], [1.248, -0.696, 2.510], [0.754, 1.546, 2.330], [1.531, 1.113, 0.828], [-1.418, 1.750, 1.299], [-0.220, 2.685, 0.433], [-1.861, 0.352, -0.435], [-1.293, 1.709, -1.384], [0.761, 2.619, -1.687], [2.926, 1.418, -2.716], [-0.789, 1.544, -3.376], [-1.233, 4.989, -3.559], [-2.032, 3.433, -3.232], [-0.767, 4.044, -2.136], [1.212, 0.410, -4.575], [1.091, 3.012, -6.170], [2.462, 2.513, -5.181], [1.996, 1.556, -6.598], [-1.115, 1.708, -6.068], [-0.174, 0.344, -6.676], [-1.160, 0.152, -5.223], [-1.010, -1.584, -0.524], [0.448, -1.940, -1.466], [1.895, -1.250, 0.318], [0.786, -2.478, 0.906]], "nbo_charge": [-0.626, -0.072, -0.525, 0.791, -0.584, -0.335, -0.607, 0.687, -0.656, -0.295, -0.392, -0.422, -0.227, -0.440, 0.673, -0.662, -0.015, -0.717, 0.110, -0.540, -0.244, -0.244, -0.608, -0.600, -0.225, -0.393, 0.222, 0.215, 0.213, 0.195, 0.193, 0.266, 0.225, 0.411, 0.206, 0.215, 0.212, 0.221, 0.206, 0.237, 0.207, 0.184, 0.494, 0.168, 0.200, 0.163, 0.157, 0.211, 0.211, 0.233, 0.200, 0.206, 0.210, 0.201, 0.220, 0.228, 0.225, 0.213], "homo_ha": -0.3390, "multiplicity": 1, "smiles": "CCOC(=O)CNC(=O)[C@@H]1CCCN(C(=O)[C@@H](O)[C@@H](OC)C(C)C)CC1", "energy_ev": -34451.7125, "homo_lumo_gap_ev": 9.6}


# 4
{"formula": "C18H32N8O5PReS3Te", "method": "ωB97M-V with the def2-TZVPD basis set", "elements": ["Re", "N", "C", "C", "C", "C", "N", "C", "N", "N", "C", "O", "O", "H", "H", "H", "H", "H", "H", "H", "H", "H", "H", "H", "H", "H", "H", "S", "C", "S", "C", "C", "N", "C", "N", "C", "C", "O", "P", "O", "Te", "O", "C", "C", "H", "H", "H", "H", "H", "H", "H", "H", "H", "H", "S", "C", "N", "C", "C", "C", "N", "H", "H", "H", "H", "H", "H", "H", "H"], "coordinates": [[0.027, -0.098, 0.160], [-2.144, 0.586, 0.247], [-2.730, 0.512, -1.101], [-3.912, 1.469, -1.335], [-3.661, 2.943, -0.958], [-3.461, 3.890, -2.152], [-2.243, 3.616, -2.885], [-1.020, 3.766, -2.377], [-0.789, 4.603, -1.365], [-0.013, 3.131, -2.965], [-1.607, 0.704, -2.169], [-1.914, 1.057, -3.303], [-0.418, 0.503, -1.797], [-2.757, 0.142, 0.928], [-2.030, 1.563, 0.530], [-3.086, -0.516, -1.243], [-4.772, 1.100, -0.769], [-4.164, 1.387, -2.396], [-2.782, 3.033, -0.312], [-4.514, 3.318, -0.389], [-3.447, 4.926, -1.800], [-4.288, 3.784, -2.854], [-2.320, 2.852, -3.558], [-1.522, 5.183, -0.997], [0.117, 4.640, -0.922], [-0.235, 2.314, -3.527], [0.918, 3.182, -2.587], [2.175, -0.959, -0.410], [1.414, -2.474, -0.777], [-0.307, -2.346, -0.523], [2.010, -3.655, -1.142], [1.232, -4.829, -1.173], [0.576, -5.769, -1.108], [3.386, -3.785, -1.405], [4.507, -3.917, -1.609], [-0.304, 6.381, 1.861], [-0.266, 4.867, 1.967], [0.873, 4.372, 1.278], [1.271, 2.799, 1.445], [0.347, 2.108, 0.458], [1.250, 2.126, 3.728], [2.779, 2.773, 0.971], [3.211, 3.167, -0.329], [3.622, 4.627, -0.338], [-1.112, 6.763, 2.479], [-0.457, 6.711, 0.834], [0.635, 6.793, 2.220], [-1.174, 4.420, 1.538], [-0.199, 4.564, 3.020], [2.418, 2.959, -1.058], [4.068, 2.531, -0.562], [2.804, 5.264, -0.004], [3.935, 4.920, -1.336], [4.456, 4.763, 0.346], [0.188, -0.636, 2.535], [-0.788, -2.089, 2.625], [-2.064, -1.987, 2.960], [-2.954, -3.131, 3.058], [-2.146, -4.383, 3.386], [-0.977, -4.508, 2.415], [-0.234, -3.262, 2.410], [-2.407, -1.073, 3.217], [-3.481, -3.259, 2.105], [-3.691, -2.934, 3.838], [-2.787, -5.260, 3.311], [-1.768, -4.317, 4.407], [-1.325, -4.725, 1.400], [-0.303, -5.309, 2.721], [0.730, -3.279, 2.106]], "nbo_charge": [0.990, -0.815, -0.169, -0.427, -0.413, -0.220, -0.579, 0.679, -0.778, -0.756, 0.795, -0.696, -0.701, 0.409, 0.412, 0.244, 0.224, 0.250, 0.183, 0.235, 0.202, 0.234, 0.453, 0.417, 0.438, 0.447, 0.413, 0.136, -0.202, -0.055, -0.349, 0.273, -0.275, 0.254, -0.239, -0.624, -0.074, -0.858, 1.986, -1.180, -0.432, -0.823, -0.055, -0.639, 0.227, 0.189, 0.233, 0.149, 0.222, 0.139, 0.209, 0.218, 0.219, 0.232, 0.044, 0.369, -0.576, -0.225, -0.425, -0.231, -0.537, 0.424, 0.204, 0.229, 0.247, 0.224, 0.224, 0.238, 0.438], "charge": 1, "s2": 0.7730, "homo_ha": [-0.3485, -0.3509], "multiplicity": 2, "energy_ev": -92559.9440, "homo_lumo_gap_ev": [4.3, 5.0]}


Question: Number 3 is which compound?
Answer: C18H32N2O6